Record 1
{"formula": "C4H7FO2", "method": "the ωB97M-V functional and the def2-TZVPD basis", "e_homo_ev": -8.574, "lumo_energy_ev": 0.53, "max_force_ev_per_a": 6.08, "energy_ev": -11070.445, "symbols": ["C", "O", "C", "C", "F", "C", "O", "H", "H", "H", "H", "H", "H", "H"], "positions_angstrom": [[-0.3466, -1.3135, 1.4033], [-0.8917, -0.4755, 0.3326], [-0.0835, 0.4333, -0.1997], [-0.3803, 0.6471, -1.4358], [-1.4084, 0.1337, -2.1722], [1.0081, 0.9871, 0.6805], [1.7857, -0.2626, 1.0577], [-1.2571, -1.7121, 2.0013], [0.1441, -2.1004, 0.8404], [0.4444, -0.6134, 1.9860], [0.2091, 1.3253, -2.0833], [1.4974, 1.7386, 0.1261], [0.5592, 1.4347, 1.5888], [2.7399, 0.1041, 1.2779]], "forces_ev_per_a": [[-1.02, 1.57, 1.18], [-1.32, -1.32, 2.34], [-0.14, -1.18, 1.88], [1.11, 2.79, -4.51], [0.59, -0.21, 1.17], [-1.21, -2.26, 0.06], [4.29, 4.29, -0.44], [1.66, 0.77, -0.99], [0.36, -0.41, 0.66], [-2.83, -2.83, -0.47], [-0.45, -0.29, 0.61], [1.32, 0.61, -0.43], [0.29, -0.29, -0.35], [-2.63, -1.24, -0.69]], "nbo_charge": [-0.2806, -0.5175, 0.1804, 0.1801, -0.3286, -0.1358, -0.7392, 0.1893, 0.1845, 0.2291, 0.1519, 0.2066, 0.1956, 0.4842]}

Record 2
{"formula": "C4H8FN", "method": "the ωB97M-V functional and the def2-TZVPD basis", "e_homo_ev": -10.124, "lumo_energy_ev": 0.82, "max_force_ev_per_a": 4.29, "energy_ev": -8483.103, "symbols": ["C", "C", "N", "C", "C", "H", "H", "H", "H", "H", "H", "H", "F", "H"], "positions_angstrom": [[-0.6741, -1.7047, -0.0069], [-0.4705, -0.2951, 0.1784], [-1.0676, 0.8262, 0.2213], [0.3742, 0.7831, 0.6353], [1.3950, 1.3197, -0.3597], [-1.3505, -2.0016, -0.8276], [-1.2909, -1.9009, 0.7582], [0.2895, -2.1199, -0.1496], [0.5454, 0.8538, 1.7015], [1.3516, 0.6304, -1.2571], [2.3620, 1.2271, 0.0293], [1.1895, 2.2994, -0.7051], [-4.0846, 0.7310, -0.6150], [-3.1421, 0.6915, -0.6171]], "forces_ev_per_a": [[0.31, 0.79, -3.59], [-0.96, 2.66, 0.11], [-0.10, -1.31, -0.46], [0.50, -0.06, -0.51], [-1.36, -2.13, -0.84], [0.52, 0.58, -0.28], [-1.39, -1.85, 3.61], [0.56, -1.28, 0.51], [0.22, 0.37, 0.09], [0.13, 0.87, 0.75], [1.57, 0.15, 0.59], [-0.18, 1.10, -0.13], [0.72, -0.17, -0.10], [-0.52, 0.30, 0.25]], "nbo_charge": [-0.6928, 0.2830, -0.3958, -0.1243, -0.6231, 0.2449, 0.2603, 0.2410, 0.1811, 0.1978, 0.2141, 0.2211, -0.5794, 0.5721]}

Record 3
{"formula": "C21H44NO7", "method": "the ωB97M-V functional and the def2-TZVPD basis", "e_homo_ev": -11.250, "total_charge": 1, "lumo_energy_ev": -2.31, "max_force_ev_per_a": 0.17, "energy_ev": -38303.327, "symbols": ["C", "C", "C", "O", "C", "C", "C", "N", "O", "C", "C", "O", "C", "C", "C", "O", "C", "C", "C", "C", "O", "H", "H", "H", "H", "H", "H", "H", "H", "H", "H", "H", "H", "H", "H", "H", "H", "H", "H", "H", "H", "H", "H", "H", "H", "H", "H", "H", "H", "H", "H", "H", "H", "C", "C", "O", "C", "H", "H", "H", "H", "H", "H", "C", "C", "O", "C", "H", "H", "H", "H", "H", "H"], "positions_angstrom": [[6.2365, 1.0007, 1.1163], [4.9416, 1.2159, 0.3254], [5.1669, 1.6294, -1.1391], [4.4679, 0.8018, -2.0786], [3.1145, 1.0802, -2.2273], [2.2212, 0.2601, -1.2872], [0.7956, 0.2251, -1.8124], [-0.0387, -0.3249, -0.7068], [-1.3465, -0.5534, -1.1559], [-2.3255, 0.0257, -0.2482], [-3.6898, -0.4519, -0.7307], [-4.6325, 0.5490, -0.4652], [-5.7313, 0.1593, 0.3718], [-6.8431, 1.1628, 0.2145], [0.5680, -1.5716, -0.0682], [0.8405, -1.1339, 1.2211], [0.9629, -2.1883, 2.2039], [-0.3839, -2.8328, 2.5507], [-0.4283, -4.3310, 2.2748], [1.7742, -2.0492, -0.8670], [2.7238, -1.0598, -1.1900], [6.1010, 0.2585, 1.9039], [6.5749, 1.9205, 1.5953], [7.0357, 0.6503, 0.4641], [4.3594, 0.2911, 0.3182], [4.3320, 1.9705, 0.8322], [6.2188, 1.5328, -1.4035], [4.8668, 2.6692, -1.3149], [2.9024, 2.1418, -2.0382], [2.8430, 0.8598, -3.2652], [2.2184, 0.7195, -0.2872], [0.3946, 1.2034, -2.0722], [0.6931, -0.4507, -2.6600], [-0.0515, 0.3551, 0.0647], [-2.0940, -0.3020, 0.7691], [-2.2867, 1.1160, -0.3134], [-3.9605, -1.3954, -0.2491], [-3.6260, -0.6299, -1.8101], [-6.0689, -0.8411, 0.0815], [-5.3902, 0.1096, 1.4132], [-6.5015, 2.1658, 0.4746], [-7.6711, 0.9044, 0.8745], [-7.2072, 1.1782, -0.8128], [-0.2182, -2.3312, -0.1134], [1.4285, -1.7003, 3.0554], [1.6693, -2.9364, 1.8319], [-1.1649, -2.3167, 1.9823], [-0.6102, -2.6447, 3.6010], [-1.3813, -4.7617, 2.5805], [0.3589, -4.8522, 2.8220], [-0.2868, -4.5537, 1.2135], [1.4109, -2.5451, -1.7756], [2.2766, -2.8062, -0.2630], [6.9381, -1.2367, -3.1156], [8.2835, -0.7576, -2.6276], [8.3807, -0.0801, -1.6286], [9.4897, -1.1497, -3.4396], [6.1627, -0.8940, -2.4377], [6.7428, -0.8450, -4.1161], [6.9224, -2.3262, -3.1860], [9.3844, -0.7814, -4.4620], [9.5614, -2.2374, -3.4993], [10.3921, -0.7435, -2.9911], [-8.7288, 3.4236, 3.5189], [-9.7182, 2.8569, 2.5300], [-9.5984, 1.7408, 2.0791], [-10.8644, 3.7533, 2.1362], [-7.9513, 2.6939, 3.7298], [-8.2855, 4.3387, 3.1210], [-9.2406, 3.6952, 4.4440], [-10.4825, 4.6770, 1.6971], [-11.4380, 4.0355, 3.0211], [-11.5093, 3.2441, 1.4253]], "forces_ev_per_a": [[0.03, 0.04, 0.02], [-0.04, 0.03, 0.01], [-0.07, 0.03, 0.07], [0.06, 0.16, 0.01], [-0.03, -0.01, 0.01], [-0.06, 0.02, -0.06], [0.01, 0.00, 0.08], [-0.04, -0.07, -0.02], [0.05, 0.03, -0.03], [0.01, -0.07, 0.04], [-0.06, 0.01, 0.03], [-0.03, 0.02, -0.02], [0.06, -0.07, 0.01], [-0.02, 0.02, 0.03], [0.04, 0.07, 0.00], [0.08, 0.01, 0.00], [0.03, -0.07, -0.06], [0.03, 0.06, 0.01], [0.02, -0.06, -0.02], [-0.07, -0.05, -0.09], [0.00, 0.04, 0.15], [-0.03, 0.06, 0.02], [0.02, 0.00, -0.08], [0.01, -0.07, -0.01], [0.12, -0.04, -0.03], [-0.07, -0.07, 0.00], [0.00, -0.08, 0.00], [0.06, 0.00, 0.02], [-0.03, 0.00, -0.09], [0.03, -0.08, 0.03], [0.06, -0.02, -0.01], [0.02, 0.00, 0.04], [-0.01, 0.04, -0.02], [-0.06, 0.00, -0.02], [-0.06, 0.03, 0.00], [0.04, -0.02, -0.05], [0.05, -0.01, -0.03], [-0.01, 0.02, 0.02], [-0.02, 0.04, -0.02], [-0.01, 0.00, -0.02], [0.02, -0.03, 0.00], [-0.01, 0.03, -0.02], [0.02, -0.01, 0.01], [-0.02, 0.02, 0.07], [-0.05, 0.02, 0.00], [0.00, 0.02, 0.02], [-0.01, -0.03, 0.04], [-0.01, 0.00, -0.02], [0.01, 0.01, -0.01], [-0.02, 0.02, 0.01], [0.00, 0.02, 0.01], [-0.01, 0.02, 0.02], [0.01, -0.03, -0.06], [0.03, 0.00, 0.03], [-0.03, 0.02, 0.01], [-0.02, 0.02, 0.00], [0.01, -0.01, 0.01], [-0.07, -0.03, -0.02], [0.02, -0.01, -0.01], [0.04, 0.00, -0.02], [0.00, 0.00, 0.00], [0.00, 0.00, 0.00], [0.00, 0.00, 0.00], [0.00, -0.01, -0.01], [-0.05, 0.01, 0.01], [0.04, 0.01, 0.01], [0.00, -0.02, -0.01], [0.00, 0.00, 0.00], [0.00, 0.00, 0.00], [0.00, 0.00, 0.00], [0.00, 0.00, 0.00], [0.00, 0.00, 0.00], [0.00, 0.01, 0.00]], "lowdin_charge": [-0.0870, -0.2122, -0.1746, -0.1382, -0.1604, -0.2891, -0.0023, -0.0317, -0.0515, -0.0964, -0.1895, -0.1439, -0.2568, -0.0655, -0.2324, -0.0810, -0.1457, -0.2156, -0.0959, -0.0937, -0.0461, 0.0709, 0.0758, 0.0557, 0.0951, 0.1054, 0.1111, 0.1220, 0.1405, 0.1437, 0.1537, 0.1604, 0.1604, 0.1917, 0.1283, 0.1412, 0.1303, 0.1382, 0.1205, 0.1228, 0.0821, 0.0620, 0.0855, 0.1704, 0.1344, 0.1206, 0.0983, 0.1154, 0.0795, 0.0833, 0.0724, 0.1474, 0.1440, -0.0151, -0.4926, 0.0608, -0.0204, 0.0596, 0.0916, 0.0872, 0.0875, 0.0871, 0.0838, -0.0240, -0.5002, 0.0546, -0.0213, 0.0784, 0.0852, 0.0867, 0.0867, 0.0877, 0.0834]}

Record 4
{"formula": "C4H6F2", "method": "the ωB97M-V functional and the def2-TZVPD basis", "e_homo_ev": -9.596, "lumo_energy_ev": 0.99, "max_force_ev_per_a": 3.71, "energy_ev": -9678.635, "symbols": ["C", "C", "C", "F", "C", "F", "H", "H", "H", "H", "H", "H"], "positions_angstrom": [[1.8699, 0.1149, -1.4240], [1.0748, -0.7974, -0.6356], [-0.1386, -0.1052, 0.0077], [-1.1880, -0.1088, -0.7871], [-0.2377, 0.3805, 1.2372], [-1.5435, 0.5317, 1.7550], [2.1944, 0.9070, -0.7050], [1.4426, 0.5931, -2.3149], [2.7199, -0.3489, -1.7748], [0.6778, -1.6020, -1.1989], [1.5990, -1.1477, 0.1731], [0.5394, 0.2355, 1.9971]], "forces_ev_per_a": [[0.49, 3.20, 0.00], [-3.42, 1.34, 0.55], [1.27, -0.57, -0.12], [-1.07, 0.13, -0.57], [-1.54, -1.47, 0.95], [1.90, 0.56, -0.57], [-0.01, -0.22, -0.91], [-0.49, -0.16, 0.47], [2.13, -1.10, -0.73], [-0.42, -1.00, -0.47], [1.64, -1.18, 1.75], [-0.48, 0.46, -0.35]], "nbo_charge": [-0.5962, -0.4502, 0.3673, -0.3120, 0.0894, -0.3490, 0.2049, 0.2171, 0.2091, 0.2226, 0.2128, 0.1844]}

Record 5
{"formula": "C5H11NO", "method": "the ωB97M-V functional and the def2-TZVPD basis", "e_homo_ev": -8.181, "lumo_energy_ev": 1.05, "max_force_ev_per_a": 2.44, "energy_ev": -8899.236, "symbols": ["C", "C", "N", "C", "C", "C", "O", "H", "H", "H", "H", "H", "H", "H", "H", "H", "H", "H"], "positions_angstrom": [[0.2270, 1.8057, -0.0370], [-0.7883, 1.0383, -0.5095], [-2.0593, 1.4954, -0.6888], [-0.6622, -0.5098, -0.7006], [-0.0198, -1.3748, 0.4425], [1.4969, -1.4299, 0.4395], [2.0536, -0.8479, 1.6105], [0.8980, 1.3507, 0.6479], [0.1422, 2.8795, -0.0723], [-2.6847, 1.4063, -1.4711], [-2.1418, 2.4333, -0.3213], [-1.5781, -0.9110, -1.1136], [-0.0663, -0.5497, -1.6128], [-0.4681, -1.0333, 1.3706], [-0.4661, -2.3651, 0.3984], [1.8538, -0.9893, -0.5050], [1.8804, -2.4484, 0.5098], [2.3828, 0.0498, 1.6128]], "forces_ev_per_a": [[-1.67, -0.44, -0.40], [0.98, -2.10, 0.75], [-0.91, 2.04, 0.31], [0.95, 0.98, -0.51], [-1.65, 0.50, -0.86], [0.33, 0.46, 0.24], [0.26, -0.34, 0.82], [1.05, -0.24, -0.08], [-0.06, 0.20, 0.28], [0.43, -0.79, -0.40], [-0.17, 0.08, -0.10], [-0.68, -0.09, 0.72], [0.67, -0.39, 0.04], [0.58, 0.40, 0.42], [0.23, -0.35, -0.48], [0.18, -0.01, 0.40], [-0.30, -0.11, -0.33], [-0.22, 0.19, -0.81]], "nbo_charge": [-0.5690, 0.2376, -0.8146, -0.4442, -0.4364, -0.0638, -0.7467, 0.1920, 0.1928, 0.3852, 0.3728, 0.2103, 0.2066, 0.2291, 0.2149, 0.1715, 0.1827, 0.4792]}

Record 6
{"formula": "C4H7N3", "method": "the ωB97M-V functional and the def2-TZVPD basis", "e_homo_ev": -10.191, "lumo_energy_ev": 0.24, "max_force_ev_per_a": 1.33, "energy_ev": -8730.843, "symbols": ["H", "N", "C", "C", "N", "N", "C", "C", "H", "H", "H", "H", "H", "H"], "positions_angstrom": [[2.9956, -1.2694, -0.1369], [2.1626, -1.2583, 0.4430], [1.4150, -0.2498, 0.2338], [1.7001, 0.7859, -0.7677], [2.0107, 1.5887, -1.5430], [0.2721, -0.0738, 1.0167], [-1.0092, -0.4122, 0.3523], [-1.7093, 0.7093, -0.4114], [0.4007, -0.7487, 1.7663], [-0.8502, -1.2821, -0.3061], [-1.6632, -0.7343, 1.1687], [-1.1869, 0.9955, -1.3370], [-1.8293, 1.6003, 0.2168], [-2.7087, 0.3489, -0.6954]], "forces_ev_per_a": [[0.08, 0.15, -0.05], [-0.03, 0.43, -0.17], [0.09, -0.38, 0.06], [0.34, 0.63, -0.67], [-0.44, -0.93, 0.84], [0.03, -0.11, -0.10], [-0.24, -0.04, -0.08], [0.09, 0.05, -0.10], [-0.05, 0.17, 0.06], [-0.16, 0.15, 0.13], [0.04, 0.02, -0.18], [-0.09, -0.08, 0.35], [0.06, -0.20, -0.13], [0.26, 0.15, 0.04]], "nbo_charge": [0.3553, -0.6016, 0.3361, 0.2013, -0.2654, -0.6062, -0.2191, -0.6244, 0.3878, 0.1800, 0.2043, 0.2158, 0.2186, 0.2175]}